Entry 1:
19
Properties=species:S:1:pos:R:3:forces:R:3 method="wB97M-V/def2-TZVPD" e_tot_ha=-361.228738 lumo_ev="0.29 / 0.29" relative_energy_kcal_mol=100.8
C -2.366630 0.242213 -0.464658 -3.43 -2.06 0.24
C 0.067689 0.307517 1.693933 -1.19 -3.00 -2.74
C 1.495727 0.858817 -0.583451 -0.52 -3.45 -1.52
C -1.491630 1.214692 -0.715038 2.93 1.45 0.83
C 0.514437 -0.034696 0.180515 -1.84 0.58 1.08
N -3.239478 -0.505214 -0.222171 1.24 0.09 0.09
N -0.527261 -2.315193 0.174589 -1.57 1.38 0.14
N 0.250247 -1.260974 -0.351680 0.56 1.58 0.47
H 0.736542 0.013567 2.466238 1.26 0.17 0.40
H -0.793702 -0.407933 1.888596 0.59 1.25 -0.29
H -0.271182 1.312442 1.692668 -0.04 0.73 0.32
H 1.267441 0.611444 -1.678611 0.59 0.81 1.32
H 1.349734 1.863972 -0.369452 -0.38 1.72 0.30
H 2.545148 0.577929 -0.397930 -0.30 -0.02 0.13
H -1.664577 2.170202 -0.270153 -0.24 0.45 0.45
H -0.951848 1.306100 -1.606553 0.38 -0.29 -1.39
H 0.070086 -2.649545 0.897565 -0.43 -0.75 1.07
H -1.514429 -1.962854 0.476086 2.39 -0.74 -0.63
H 0.571625 -1.446410 -1.283444 0.03 0.11 -0.26

Entry 2:
84
Properties=species:S:1:pos:R:3:forces:R:3 method="wB97M-V/def2-TZVPD" e_tot_ha=-5915.717056 lumo_ev="-0.84 / 0.13" relative_energy_kcal_mol=43.3 spin_multiplicity=5
Mn -1.569539 -0.919539 0.575475 1.61 -0.50 -0.56
S -1.030439 -1.130739 3.039975 -0.53 -0.14 -0.12
P 0.741161 -1.182239 2.123375 0.47 0.48 -0.65
C 0.317161 -0.679639 0.529375 1.46 -0.99 -0.12
P 0.695761 -0.758839 -1.149025 0.41 0.34 0.62
S -1.115139 -0.601939 -1.989325 -0.32 -0.48 -0.26
C 1.778561 0.667561 -1.545225 -0.21 -0.40 0.20
C 1.652761 1.811961 -0.766525 -0.03 -0.02 0.02
C 2.465061 2.904061 -1.006825 -0.04 0.13 0.05
C 3.416261 2.851961 -2.012225 0.02 0.01 -0.05
C 3.548861 1.709561 -2.785925 0.07 0.04 -0.11
C 2.726361 0.618361 -2.561125 -0.07 -0.07 0.06
C 1.602161 -2.171739 -1.833225 -0.36 0.28 0.18
C 2.693761 -2.695839 -1.154325 -0.08 0.12 -0.07
C 3.373661 -3.769339 -1.695225 0.14 -0.10 0.02
C 2.975361 -4.300239 -2.913425 -0.01 -0.03 0.01
C 1.883261 -3.774539 -3.582425 0.04 -0.08 -0.14
C 1.186361 -2.713239 -3.040325 0.04 0.11 0.11
C 1.860461 0.096161 2.767775 -0.19 -0.21 -0.07
C 3.106861 0.223861 2.164775 -0.05 -0.03 0.09
C 3.903161 1.313461 2.458775 0.11 0.01 -0.06
C 3.452261 2.277161 3.349475 0.06 0.07 0.02
C 2.218461 2.140161 3.963475 0.01 0.10 0.04
C 1.414861 1.050761 3.670275 0.02 -0.15 -0.01
C 1.597961 -2.771539 2.361175 -0.22 0.47 -0.18
C 1.291961 -3.829439 1.515075 -0.08 0.12 -0.04
C 1.885161 -5.061539 1.717775 -0.02 -0.09 -0.03
C 2.785661 -5.234339 2.756875 0.01 0.02 -0.03
C 3.093261 -4.173139 3.596375 0.09 -0.07 0.13
C 2.498561 -2.939139 3.406675 -0.05 0.11 -0.04
H 0.928361 1.823461 0.038675 0.12 -0.01 0.12
H 2.360161 3.791661 -0.400825 0.01 0.10 0.07
H 4.057761 3.702061 -2.189025 0.08 0.08 -0.03
H 4.301861 1.668561 -3.560725 0.01 -0.01 -0.05
H 2.827161 -0.280139 -3.154825 0.06 -0.01 -0.05
H 2.991461 -2.275239 -0.203225 0.07 -0.02 0.06
H 4.205761 -4.205039 -1.162525 0.10 -0.01 0.04
H 3.509961 -5.137839 -3.335525 0.05 -0.09 -0.02
H 1.558561 -4.200539 -4.519425 0.00 -0.07 -0.08
H 0.310861 -2.306539 -3.525025 -0.06 -0.06 -0.07
H 3.437161 -0.529839 1.461975 0.10 -0.01 -0.09
H 4.868861 1.418661 1.986075 0.07 0.02 -0.04
H 4.066661 3.140961 3.561475 0.05 0.03 0.04
H 1.875561 2.889461 4.662975 -0.01 0.04 0.04
H 0.442761 0.929961 4.128475 -0.06 0.05 -0.01
H 0.603261 -3.685239 0.695575 -0.08 -0.04 -0.05
H 1.633861 -5.879439 1.059375 0.00 -0.08 -0.05
H 3.253561 -6.196539 2.911075 0.02 -0.05 0.02
H 3.795461 -4.311439 4.405475 0.06 -0.01 0.06
H 2.727461 -2.104739 4.056875 0.06 -0.02 0.06
O -1.801439 1.152761 0.510475 -0.23 0.22 0.88
S -1.630839 1.974961 -0.729325 -0.84 1.55 -0.41
C -1.690639 3.678561 -0.109025 0.19 -0.32 0.03
C -2.147239 3.954661 1.165275 0.03 -0.18 0.06
C -2.222739 5.271861 1.582475 0.00 0.03 -0.04
C -1.825839 6.291861 0.732675 0.02 0.04 -0.03
C -1.337139 6.001561 -0.532325 -0.05 0.05 0.01
C -1.266639 4.687261 -0.956825 0.00 -0.19 -0.05
C -3.313539 2.035461 -1.395725 0.26 -0.22 -0.21
C -4.382139 2.032661 -0.516225 0.00 0.03 0.10
C -5.673239 1.993361 -1.013125 0.11 -0.03 0.10
C -5.885339 1.945761 -2.381625 -0.03 0.02 -0.11
C -4.809439 1.961561 -3.254425 -0.14 0.01 -0.07
C -3.514239 2.004261 -2.763025 0.06 0.02 0.04
H -2.422039 3.134761 1.812275 -0.04 -0.04 0.10
H -2.596539 5.505161 2.565975 -0.02 0.02 0.16
H -1.891239 7.317961 1.057975 0.00 0.13 0.05
H -1.017139 6.797761 -1.186825 0.04 0.07 -0.06
H -0.892139 4.433561 -1.937725 0.08 0.04 -0.15
H -4.196639 2.049761 0.546475 -0.01 -0.02 0.11
H -6.511339 1.994161 -0.332525 -0.08 0.01 0.07
H -6.894539 1.894361 -2.763225 -0.06 0.02 -0.07
H -4.984939 1.926861 -4.319025 0.04 -0.01 -0.09
H -2.670039 1.998661 -3.433425 0.15 -0.07 -0.12
Cl -5.224239 -3.299039 -0.123025 -0.20 0.57 0.17
C -5.362539 -1.598239 0.363175 -0.46 -1.05 -0.61
Cl -3.795039 -0.942539 0.862175 -2.13 0.57 0.93
H -6.027739 -1.528539 1.222875 0.23 0.09 -0.11
H -5.712439 -1.007039 -0.483425 0.13 -0.07 0.18
F -0.491839 -4.394139 -1.250025 0.86 -0.08 -0.34
B -1.711239 -4.257239 -0.662325 0.01 0.78 0.40
F -1.630139 -2.937339 0.142875 -0.02 -0.28 0.12
F -2.711339 -4.063739 -1.551225 -0.66 0.06 -0.73
F -1.962939 -5.221939 0.251275 -0.19 -0.61 0.64

Entry 3:
21
Properties=species:S:1:pos:R:3:forces:R:3 method="wB97M-V/def2-TZVPD" e_tot_ha=-308.230576 lumo_ev="0.85 / 0.85" relative_energy_kcal_mol=120.8
C -0.519714 0.300509 -0.010175 -1.79 -0.01 0.86
C -0.348035 -1.052199 0.256682 3.49 -0.15 -1.50
C 1.547563 -0.900908 -0.660538 -1.39 -0.93 0.60
C -0.999330 0.783095 -1.347432 -0.12 -0.06 0.03
C 0.028824 1.325925 0.930424 -0.11 0.02 0.02
N -2.339577 -0.615095 1.026501 0.34 1.03 -0.35
N 2.538504 -0.425377 0.232304 0.22 0.30 0.35
H 3.328337 0.045485 -0.188319 -0.08 -0.13 0.00
H 2.844532 -1.094696 0.923389 0.01 0.03 -0.14
H -3.056838 -0.530479 0.306105 -0.15 0.07 0.10
H -2.525746 0.126236 1.701828 -0.26 -0.05 0.05
H -0.767084 -1.799272 -0.401649 -0.10 0.08 0.11
H -0.003306 -1.373245 1.229069 -0.17 0.03 -0.03
H 1.570493 -1.971776 -0.860658 0.20 -0.03 -0.17
H 1.512609 -0.341397 -1.589935 -0.11 0.09 0.07
H -0.223933 1.373907 -1.846122 0.02 -0.05 0.09
H 1.110746 1.423792 0.773349 -0.10 -0.12 -0.07
H -1.287100 -0.040283 -2.001676 0.03 0.01 0.07
H -1.862936 1.437680 -1.213290 0.09 -0.03 0.01
H -0.430865 2.302621 0.772210 -0.04 -0.07 -0.02
H -0.117142 1.025475 1.967932 0.01 -0.03 -0.07

Entry 4:
9
Properties=species:S:1:pos:R:3:forces:R:3 method="wB97M-V/def2-TZVPD" smiles="C=CC#N.Br" e_tot_ha=-2745.416791 lumo_ev=0.40 relative_energy_kcal_mol=28.4
C -0.675459 0.998963 0.405800 -1.63 1.40 0.63
C -0.607149 -0.230182 0.857021 -2.40 -0.59 0.31
C -1.740744 -0.852781 1.504311 -2.25 -1.60 1.31
N -2.655771 -1.363703 2.040827 2.54 1.44 -1.46
H -1.480952 1.786944 0.413273 0.76 -1.43 0.39
H 0.251714 1.296858 0.099530 2.09 1.32 -1.54
H 0.204972 -0.841573 0.565653 0.89 -0.53 0.37
Br 0.343585 -2.239697 -2.499402 0.35 0.47 4.04
H 0.230901 -2.391853 -3.788469 -0.35 -0.47 -4.04